# 1
46
Properties=species:S:1:pos:R:3 method="wB97M-V/def2-TZVPD" fmax_ha_per_bohr=0.0609 e_tot_ha=-3926.098229 gap_ev="5.47 / 7.03" s_squared=3.77 multiplicity=4
Re 0.6736 -0.3723 0.4519
Si 1.5263 0.5510 -1.6292
P 1.0406 1.6977 1.4679
P 0.6256 -2.4717 -0.5795
H -0.8028 -0.7258 1.4737
C 0.4406 1.8267 3.1823
H 0.5754 2.8614 3.5271
H 1.0193 1.1449 3.8186
H -0.6223 1.5570 3.2318
C 0.1606 3.0756 0.6392
H 0.3191 3.9832 1.2361
H -0.9171 2.8733 0.5735
H 0.5570 3.2305 -0.3723
C 2.7327 2.3802 1.6048
H 2.6698 3.3656 2.0859
H 3.1869 2.4845 0.6145
H 3.3499 1.7103 2.2158
C -0.1382 -3.7788 0.4298
H -0.2235 -4.6973 -0.1687
H -1.1348 -3.4503 0.7509
H 0.4802 -3.9632 1.3172
C -0.4242 -2.4943 -2.0799
H -0.4811 -3.5284 -2.4452
H -0.0006 -1.8511 -2.8612
H -1.4348 -2.1376 -1.8414
C 2.1521 -3.2837 -1.1790
H 1.8874 -4.2519 -1.6263
H 2.8379 -3.4417 -0.3380
H 2.6518 -2.6599 -1.9267
C 0.2117 1.2554 -2.7998
H -0.3631 2.0700 -2.3446
H -0.4897 0.4890 -3.1485
H 0.7468 1.6560 -3.6717
H 2.4448 1.7087 -1.4397
H 2.2281 -0.4413 -2.4936
C -2.3870 0.2985 0.1037
O -1.2453 0.2308 -0.4197
C -2.7173 0.5407 1.5273
H -3.7875 0.3125 1.6512
H -2.6075 1.6076 1.7839
H -2.1762 -0.0786 2.2499
C -3.5427 0.4207 -0.8456
H -4.3042 -0.3298 -0.6121
H -3.2425 0.3019 -1.8883
H -4.0081 1.4063 -0.7202
Se 2.5323 -1.0825 1.4943

# 2
54
Properties=species:S:1:pos:R:3 method="wB97M-V/def2-TZVPD" total_charge=-1 fmax_ha_per_bohr=0.2257 e_tot_ha=-1145.756425 gap_ev=7.97
O 0.5166 -0.3932 0.0562
H -0.2833 0.1545 -0.0651
C 1.8310 -1.4087 -2.4299
C 1.2696 -2.5561 -1.6029
O 1.2713 -2.1947 -0.2224
H 2.5076 -0.7740 -1.8576
H 0.9755 -0.7739 -2.6605
H 2.2546 -1.7822 -3.3622
H 1.7780 -3.5163 -1.6902
H 0.2318 -2.8471 -1.7655
H 0.8328 -1.3472 -0.1178
C -2.9896 -1.3593 0.8369
C -1.5151 -1.6565 0.9642
O -0.9586 -0.4988 1.2901
H -3.3526 -0.9501 1.7797
H -3.5146 -2.3015 0.6795
H -3.3107 -0.6886 0.0399
H -0.8860 -1.9652 0.1293
H -1.3760 -2.4252 1.7244
H -0.1141 -0.4800 0.8339
C 2.1469 2.9212 -0.2798
C 1.6096 1.6809 -0.9279
O 2.2666 0.5870 -0.3867
H 1.8593 2.9499 0.7712
H 1.8469 3.8664 -0.7323
H 3.2344 2.9892 -0.3114
H 1.7386 1.5597 -2.0034
H 0.5362 1.6036 -0.7547
H 1.5752 -0.0758 -0.3213
C -0.8398 1.9576 1.3570
C -2.2274 1.7013 0.6756
O -2.9103 0.7034 1.4178
H -0.9904 2.2834 2.3862
H -0.2633 2.7003 0.8056
H -0.2111 1.0672 1.3608
H -2.0690 1.3611 -0.3478
H -2.8078 2.6236 0.7000
H -2.3312 -0.0622 1.4119
C 1.7992 0.2700 2.3924
O 2.2541 0.3721 3.5327
N 1.2659 1.1956 1.5861
N 1.8137 -0.8569 1.8009
H 1.3394 2.1827 1.7870
H 0.8816 0.8308 0.7262
H 1.2838 -1.0113 0.9550
H 2.0847 -1.6272 2.3953
C -1.6859 -0.4952 -1.8714
O -2.8180 -0.4447 -2.3284
N -1.0749 -1.6044 -1.5064
N -1.0147 0.5872 -1.5763
H -0.2127 -1.5331 -0.9852
H -1.5558 -2.4842 -1.6285
H -1.4492 1.4865 -1.7260
H -0.2428 0.4784 -0.9341

# 3
70
Properties=species:S:1:pos:R:3 method="wB97M-V/def2-TZVPD" fmax_ha_per_bohr=0.0831 e_tot_ha=-4741.007282 gap_ev=8.48
Ca -2.3125 1.0101 -2.0836
Ca -2.6496 -0.6735 1.5909
S -0.4741 0.5246 0.1257
O -1.4533 -0.4414 -0.3624
O -0.7873 0.7311 1.5334
O 0.9079 0.1495 -0.0965
O -0.7549 1.7127 -0.6737
S -4.6070 -0.4538 -0.4761
O -4.1935 -0.2098 -1.8680
O -6.0414 -0.2907 -0.3656
O -4.1186 -1.6754 0.1506
O -3.9374 0.6276 0.3090
C 2.9916 0.4888 3.0340
O 1.9037 1.2065 2.4846
H 2.6965 -0.4972 3.3931
H 3.8569 0.4090 2.3684
H 3.3677 1.0868 3.8647
H 1.6315 0.8455 1.6256
C 2.3474 -1.1333 -2.5797
O 2.4252 -1.5889 -1.2504
H 3.0351 -0.2926 -2.7395
H 2.6548 -1.8269 -3.3614
H 1.3657 -0.7120 -2.8208
H 1.8980 -0.9864 -0.6688
C -1.5079 3.8142 2.1716
O -0.5295 2.9915 2.7780
H -2.4531 3.2999 1.9719
H -1.7519 4.7219 2.7252
H -1.0610 4.1675 1.2343
H -0.5390 2.1349 2.2800
C -1.7399 -0.4469 5.3740
O -1.5673 -0.5354 3.9291
H -1.2205 0.4145 5.7919
H -2.8061 -0.3132 5.5322
H -1.2688 -1.3452 5.7644
H -0.9705 0.1852 3.6763
C -0.1529 -3.8071 -0.8286
O -0.3406 -4.4990 0.4184
P -0.4473 -3.7578 1.8367
O -1.2391 -2.5152 1.8308
O -1.0780 -4.9169 2.7293
C -0.4209 -6.2038 2.7595
O 1.0549 -3.6765 2.3507
C 1.9293 -2.6925 1.7617
H -0.8516 -4.2367 -1.5448
H 0.9111 -3.9376 -1.0163
H -0.4134 -2.7464 -0.8049
H -0.1736 -6.5231 3.7664
H 0.4808 -6.3071 2.1535
H -1.1187 -6.8588 2.2391
H 2.8332 -2.6871 2.3597
H 1.4827 -1.6991 1.6919
H 2.0717 -3.0015 0.7243
C 0.9119 1.2465 -5.5376
O 1.4050 1.9282 -4.3765
P 0.4859 3.0721 -3.7426
O -0.8421 2.6083 -3.2893
O 1.3607 3.7559 -2.6112
C 1.9708 2.8589 -1.6589
O 0.4992 4.1147 -4.9456
C -0.2186 5.3400 -4.7916
H 1.2083 1.6947 -6.4829
H -0.1727 1.1237 -5.5092
H 1.3453 0.2538 -5.4126
H 1.8544 3.1540 -0.6165
H 3.0386 2.8345 -1.8728
H 1.5322 1.8640 -1.6922
H -1.0624 5.4561 -5.4719
H 0.4577 6.1716 -4.9829
H -0.6389 5.4899 -3.7953

# 4
54
Properties=species:S:1:pos:R:3 method="wB97M-V/def2-TZVPD" total_charge=+1 fmax_ha_per_bohr=0.1484 e_tot_ha=-1132.965451 gap_ev=9.95
N 0.4098 0.9235 -0.0876
H -0.2304 0.3075 -0.5933
H 1.1487 1.1519 -0.7653
H 0.8595 0.4529 0.7288
H -0.0205 1.8203 0.1497
C 3.3144 -1.2626 -2.7638
C 3.1623 0.2222 -3.1702
O 2.7127 0.9389 -1.9915
H 3.7021 -1.7697 -3.6584
H 2.3225 -1.6959 -2.6474
H 4.0814 -1.4540 -2.0204
H 2.4931 0.3264 -4.0168
H 4.1777 0.5940 -3.3056
H 3.3568 1.6001 -1.7363
C -3.0454 -3.0052 -1.8690
C -1.9554 -3.9738 -1.4395
O -0.6888 -3.5351 -1.8991
O -2.7690 -1.6875 -1.3486
H -3.9769 -3.4123 -1.4635
H -3.1693 -2.8703 -2.9466
H -2.2136 -4.9670 -1.8132
H -1.9050 -3.9808 -0.3463
H 0.0242 -4.1241 -1.6391
H -3.5222 -1.1215 -1.5532
C 3.6689 0.4876 1.4871
C 2.7987 -0.2744 2.4458
O 1.5036 -0.6297 1.9120
O 3.1989 1.8110 1.1980
H 3.9720 -0.1165 0.6271
H 4.6288 0.6657 1.9858
H 2.6083 0.1966 3.4114
H 3.3673 -1.1873 2.6545
H 1.0154 -0.9739 2.6685
H 3.9334 2.3116 0.8263
C -1.3162 3.8748 0.6336
C 0.1266 3.7517 0.1883
O 0.6963 2.6465 0.8615
O -2.0900 2.8588 0.0073
H -1.7536 4.8498 0.4126
H -1.2923 3.8501 1.7294
H 0.6804 4.6780 0.3789
H 0.1312 3.5706 -0.8940
H 1.6709 2.6725 0.8696
H -2.2644 2.1451 0.6523
C -3.4149 -1.4400 2.1005
C -3.7852 0.0006 1.6552
O -2.6853 0.8971 1.8925
O -2.3494 -2.0006 1.3680
H -4.3032 -2.0666 1.9467
H -3.2732 -1.4545 3.1801
H -4.6682 0.3846 2.1658
H -3.9666 0.0288 0.5838
H -2.5253 0.9467 2.8397
H -2.5813 -1.9627 0.4084